Entry 1:
{"formula": "C11H11FNO", "method": "ωB97M-V/def2-TZVPD", "total_charge": 1, "homo_lumo_gap_ev": [8.108, 5.558], "multiplicity": 3, "lumo_energy_ev": [-4.20, -7.92], "s2": 2.02, "elements": ["C", "C", "C", "C", "C", "C", "C", "C", "C", "C", "C", "N", "O", "F", "H", "H", "H", "H", "H", "H", "H", "H", "H", "H", "H"], "positions_angstrom": [[-3.98, -0.19, 0.40], [-3.13, -1.35, 0.13], [-3.42, 1.10, 0.31], [-1.83, -1.24, -0.20], [-2.01, 1.26, 0.23], [-1.18, 0.11, -0.33], [-1.19, 2.33, 0.61], [0.16, 2.02, 0.53], [3.73, -0.75, -0.71], [2.57, -0.25, 0.01], [1.15, -0.42, -0.66], [0.15, 0.32, 0.02], [3.49, 0.65, -0.51], [-1.40, 0.13, -1.81], [-5.00, -0.32, 0.45], [-3.49, -2.31, 0.07], [-4.01, 1.97, 0.33], [-1.22, -2.00, -0.62], [-1.63, 3.28, 0.89], [1.02, 2.38, 0.95], [4.55, -1.25, -0.12], [3.66, -1.04, -1.76], [2.59, -0.28, 1.07], [0.71, -1.42, -0.37], [1.27, -0.19, -1.70]]}

Entry 2:
{"formula": "C42H26Br4F9N4O4PRuS2", "method": "ωB97M-V/def2-TZVPD", "total_charge": -1, "homo_lumo_gap_ev": [5.117, 4.595], "multiplicity": 2, "lumo_energy_ev": [0.83, 0.59], "s2": 0.76, "elements": ["Ru", "C", "C", "N", "N", "C", "N", "S", "C", "C", "C", "C", "C", "N", "H", "H", "H", "H", "H", "H", "H", "H", "H", "Br", "C", "C", "Br", "C", "Br", "C", "O", "C", "O", "C", "Br", "O", "C", "O", "C", "C", "C", "C", "S", "C", "C", "H", "H", "H", "H", "H", "F", "C", "F", "F", "C", "C", "C", "C", "C", "C", "P", "C", "C", "C", "C", "C", "C", "C", "F", "F", "F", "C", "C", "C", "C", "C", "C", "C", "F", "F", "F", "H", "H", "H", "H", "H", "H", "H", "H", "H", "H", "H", "H"], "positions_angstrom": [[0.26, -1.25, 1.23], [3.04, 1.43, 3.13], [1.83, 0.65, 2.73], [1.93, -0.44, 1.94], [3.15, -0.95, 1.70], [3.21, -2.13, 1.17], [4.42, -2.73, 0.96], [1.82, -3.12, 0.80], [0.52, 0.97, 3.14], [0.19, 2.00, 4.07], [-1.10, 2.14, 4.50], [-2.09, 1.28, 4.01], [-1.72, 0.33, 3.07], [-0.48, 0.18, 2.64], [3.92, 0.90, 2.77], [3.10, 1.54, 4.21], [3.00, 2.41, 2.67], [5.22, -2.13, 0.84], [4.40, -3.58, 0.43], [0.98, 2.64, 4.43], [-1.36, 2.91, 5.22], [-3.11, 1.35, 4.34], [-2.47, -0.33, 2.65], [-5.49, -5.28, 1.92], [-3.88, -4.38, 2.34], [-3.36, -4.44, 3.64], [-4.26, -5.45, 4.96], [-2.18, -3.79, 3.95], [-1.48, -3.82, 5.70], [-1.45, -3.06, 2.99], [-0.35, -2.48, 3.24], [-2.02, -2.97, 1.64], [-1.43, -2.27, 0.76], [-3.22, -3.65, 1.37], [-3.90, -3.47, -0.39], [-5.71, 5.27, 2.78], [-4.38, 5.24, 2.52], [-3.69, 6.18, 2.83], [-3.85, 4.03, 1.85], [-2.46, 3.89, 1.79], [-1.89, 2.80, 1.18], [-2.69, 1.81, 0.60], [-2.01, 0.44, -0.19], [-4.08, 1.96, 0.65], [-4.65, 3.05, 1.26], [-6.14, 4.45, 2.51], [-1.84, 4.66, 2.23], [-0.81, 2.68, 1.16], [-4.70, 1.19, 0.20], [-5.73, 3.14, 1.25], [7.06, -0.38, -3.79], [6.77, -0.90, -2.58], [7.53, -0.23, -1.70], [7.26, -2.16, -2.60], [5.31, -0.86, -2.25], [4.43, -1.72, -2.91], [3.09, -1.70, -2.60], [2.59, -0.83, -1.64], [3.48, 0.06, -1.01], [4.82, 0.05, -1.31], [0.85, -0.67, -1.14], [-0.08, -1.70, -2.28], [0.25, -3.06, -2.40], [-0.44, -3.87, -3.28], [-1.49, -3.35, -4.02], [-1.90, -2.03, -3.84], [-1.21, -1.22, -2.96], [-2.16, -4.18, -5.07], [-1.64, -3.94, -6.30], [-3.48, -3.95, -5.19], [-2.02, -5.51, -4.88], [0.67, 1.05, -1.73], [0.82, 2.06, -0.79], [0.73, 3.39, -1.16], [0.50, 3.71, -2.50], [0.41, 2.70, -3.46], [0.50, 1.38, -3.08], [0.38, 5.14, -2.92], [1.47, 5.58, -3.59], [-0.66, 5.34, -3.76], [0.21, 5.99, -1.90], [4.81, -2.39, -3.67], [2.42, -2.37, -3.13], [3.11, 0.77, -0.28], [5.50, 0.73, -0.82], [1.04, -3.47, -1.79], [-0.16, -4.91, -3.39], [-2.75, -1.65, -4.38], [-1.54, -0.21, -2.79], [0.99, 1.79, 0.24], [0.82, 4.17, -0.42], [0.26, 2.96, -4.50], [0.44, 0.60, -3.82]]}

Entry 3:
{"formula": "C6H15ClI2O2PPmS", "method": "ωB97M-V/def2-TZVPD", "total_charge": 2, "e_above_lowest_kcal_mol": 67.0, "homo_lumo_gap_ev": [4.875, 4.913], "multiplicity": 5, "lumo_energy_ev": [-9.73, -9.73], "s2": 6.02, "elements": ["I", "I", "Pm", "P", "C", "C", "H", "H", "H", "C", "H", "H", "H", "H", "H", "H", "C", "O", "Cl", "C", "S", "C", "O", "H", "H", "H", "H", "H", "H"], "positions_angstrom": [[-3.43, 0.57, 3.70], [-1.64, 2.68, 2.71], [0.27, 0.92, 0.91], [-1.16, 0.95, -1.90], [-2.90, 1.45, -1.76], [-0.42, 2.11, -3.10], [-0.24, -1.06, -2.96], [-1.71, -0.33, -3.81], [-1.86, -1.32, -2.26], [-1.25, -0.63, -2.86], [0.61, 1.79, -3.28], [-1.04, 2.08, -4.00], [-3.22, 1.58, -2.79], [-2.91, 2.35, -1.14], [-0.39, 3.10, -2.64], [-3.39, 0.62, -1.21], [-2.09, 0.54, 0.83], [-3.20, 0.08, 1.19], [1.33, -0.23, -1.35], [2.89, -2.59, 1.43], [1.89, -1.84, 2.69], [3.11, -1.13, 3.86], [1.58, -0.42, 2.07], [3.25, -3.57, 1.82], [3.74, -1.95, 1.10], [2.29, -2.79, 0.52], [3.87, -0.57, 3.30], [2.58, -0.39, 4.48], [3.45, -1.97, 4.46]]}

Entry 4:
{"formula": "C4H8N2O2", "method": "ωB97M-V/def2-TZVPD", "total_charge": 0, "smiles": "NC(=O)[C@]1(O)C[C@@H]1N", "e_above_lowest_kcal_mol": 73.6, "homo_lumo_gap_ev": 9.379, "lumo_energy_ev": 0.69, "elements": ["N", "C", "O", "C", "O", "C", "C", "N", "H", "H", "H", "H", "H", "H", "H", "H"], "positions_angstrom": [[-1.65, -0.56, -1.17], [-0.59, -0.99, -0.37], [-0.19, -2.16, -0.38], [-0.41, 0.02, 0.72], [-1.11, -0.11, 1.93], [0.19, 1.34, 0.35], [1.18, 0.22, 0.55], [2.16, 0.01, -0.52], [-2.07, -1.27, -1.75], [-1.79, 0.40, -1.46], [-2.06, 0.04, 1.81], [0.15, 2.12, 1.11], [0.08, 1.74, -0.65], [1.67, 0.20, 1.52], [1.71, -0.21, -1.40], [2.73, -0.81, -0.30]]}

| no. | maximum force (eV/Å) | E (Eh) |
| --- | --- | --- |
| 1 | 6.33 | -655.1145 |
| 2 | 3.50 | -14563.7865 |
| 3 | 11.14 | -2790.9537 |
| 4 | 3.81 | -417.1386 |